Entry from OMol25: a structure of composition C23H28NOSr (the ωB97M-V functional and the def2-TZVPD basis).

* LUMO: 2.03 eV
* calculated total energy: -28678.7645 eV
* total charge: -1
* HOMO-LUMO gap: 0.178 Eh
* energy relative to the best compared isomer or geometry (same formula, charge and spin): 8.0 kcal per mole
* molar mass: 422.103 g/mol

Geometry as XYZ:
```
54
Properties=species:S:1:pos:R:3:forces:R:3
C 2.31920 0.12056 0.83510 0.3 0.3 -0.5
C 2.29730 -0.59410 -0.38146 0.2 0.7 0.1
C 1.95922 0.29837 -1.42263 0.2 0.1 0.0
H 2.57223 -1.63241 -0.50791 -0.3 0.0 0.0
C 1.81517 1.59556 -0.85576 0.2 0.2 0.2
C 2.04833 1.48248 0.54600 0.2 0.2 -0.3
H 1.55681 2.51502 -1.38905 0.2 -0.2 0.1
C -1.41222 -1.68416 1.25266 0.0 -0.4 -0.3
C -0.24353 -2.31341 0.73383 -1.1 0.2 0.0
C -0.35893 -2.31133 -0.67379 0.3 -0.2 -0.2
H 0.55252 -2.75525 1.32455 -0.1 0.2 -0.2
C -1.54256 -1.65488 -1.07529 0.4 -0.2 1.4
C -2.21294 -1.31027 0.13526 -0.5 0.2 0.3
H 1.96597 0.05438 -2.48419 -0.1 0.1 0.2
H 1.90944 2.27896 1.28450 0.2 -0.3 -0.3
H 2.52347 -0.30399 1.81214 -0.1 0.2 -0.2
H -3.14036 -0.72362 0.19084 0.2 -0.4 0.1
H 0.34880 -2.77813 -1.35922 -0.1 0.3 0.2
H -1.61873 -1.47659 2.31185 0.0 -0.2 -0.7
Sr -0.48527 0.68421 0.27470 1.3 -1.2 0.7
C -2.02394 -1.36827 -2.46691 0.2 0.1 0.5
C -3.53522 -1.60482 -2.47621 0.0 -0.1 -0.5
C -1.30050 -2.28049 -3.46434 -0.2 0.2 -0.2
H -3.75287 -2.61970 -2.13418 0.1 0.1 0.1
H -3.91312 -1.46218 -3.48091 -0.3 -0.1 -0.1
H -4.03912 -0.89894 -1.81710 0.0 0.0 0.1
H -1.46978 -3.33112 -3.22206 0.0 0.1 0.1
H -0.22167 -2.09899 -3.49234 -0.1 0.0 0.2
H -1.69179 -2.08600 -4.46057 0.0 -0.1 -0.2
C -1.66833 0.10774 -2.78733 -0.1 0.0 -0.6
C -2.18836 0.62499 -4.12979 0.4 0.4 0.1
H -0.57127 0.20937 -2.80016 -0.2 -0.1 0.2
H -2.06493 0.80694 -2.01931 0.0 -0.4 -0.3
O -3.09545 0.12045 -4.76036 -0.1 0.0 -0.3
N -1.57369 1.75484 -4.62114 -0.1 0.4 0.3
C -0.41159 2.45375 -4.08659 -0.6 -0.3 0.0
H -1.96494 2.10462 -5.48155 0.0 -0.2 0.0
C 0.89887 1.86116 -4.55121 0.5 0.1 0.0
C 2.08139 2.49718 -4.16391 -0.1 -0.3 -0.3
H 2.00837 3.38787 -3.55012 0.2 0.0 0.0
C 3.31564 1.99325 -4.55789 -0.1 -0.1 -0.1
H 4.22596 2.49758 -4.24138 -0.1 -0.1 -0.1
C 3.38036 0.84810 -5.35894 -0.3 0.1 0.1
H 4.34324 0.45934 -5.67788 -0.1 0.0 0.1
C 2.19848 0.21440 -5.75142 0.3 0.0 0.0
H 2.22820 -0.67890 -6.38143 0.0 0.3 0.2
C 0.96610 0.72227 -5.35228 -0.3 0.1 0.0
H 0.04048 0.23909 -5.67783 0.4 0.1 0.1
H -0.47363 2.45549 -2.98942 0.2 -0.1 -0.2
H -0.48190 3.51184 -4.37562 0.0 -0.3 -0.1
C 0.07864 0.58411 2.87063 -0.4 0.3 -0.5
H 0.23856 -0.38189 3.35821 -0.1 0.0 -0.1
H -0.91127 0.97742 3.13629 -0.1 0.1 0.7
H 0.87549 1.27149 3.16979 -0.1 0.2 0.2
```
Forces are in eV/Å.